1.
{"formula": "C31H26IN3O5PtS", "method": "ωB97M-V/def2-TZVPD", "species": ["Pt", "C", "O", "C", "C", "C", "C", "C", "C", "N", "N", "C", "C", "C", "C", "O", "C", "N", "C", "C", "C", "C", "H", "H", "H", "H", "H", "H", "H", "H", "H", "H", "H", "H", "C", "C", "C", "C", "C", "C", "C", "S", "C", "O", "H", "H", "H", "H", "H", "H", "H", "H", "H", "H", "I", "C", "C", "C", "C", "C", "C", "C", "O", "O", "H", "H", "H", "H"], "xyz": [[-1.86, 0.84, 1.24], [3.15, -4.75, -3.30], [2.99, -5.81, -2.37], [2.89, -5.48, -1.06], [2.97, -4.18, -0.56], [2.83, -3.96, 0.80], [2.62, -5.02, 1.67], [2.60, -6.32, 1.18], [2.71, -6.55, -0.18], [2.55, -4.85, 3.10], [1.77, -4.04, 3.62], [0.78, -3.34, 2.86], [-0.12, -3.96, 2.03], [-1.12, -3.24, 1.37], [-1.22, -1.87, 1.51], [-2.11, -1.13, 0.89], [-0.31, -1.23, 2.40], [-0.45, 0.13, 2.53], [0.34, 0.78, 3.35], [1.33, 0.13, 4.10], [1.50, -1.22, 3.98], [0.67, -1.95, 3.10], [3.19, -5.21, -4.28], [4.07, -4.19, -3.11], [2.30, -4.06, -3.26], [3.14, -3.34, -1.22], [2.89, -2.95, 1.18], [2.49, -7.15, 1.87], [2.68, -7.55, -0.58], [-0.05, -5.03, 1.88], [-1.83, -3.75, 0.72], [0.18, 1.85, 3.41], [1.94, 0.72, 4.78], [2.26, -1.74, 4.55], [-0.90, 6.73, -2.96], [-1.16, 5.82, -1.80], [-0.14, 5.47, -0.92], [-0.37, 4.61, 0.14], [-1.64, 4.08, 0.32], [-2.68, 4.41, -0.55], [-2.43, 5.28, -1.59], [-1.85, 3.00, 1.72], [-3.52, 3.38, 2.21], [-0.93, 3.49, 2.76], [0.00, 7.33, -2.81], [-1.74, 7.41, -3.13], [-0.76, 6.15, -3.88], [0.85, 5.89, -1.05], [0.42, 4.36, 0.84], [-3.66, 3.98, -0.44], [-3.23, 5.52, -2.27], [-3.60, 4.45, 2.34], [-3.67, 2.85, 3.15], [-4.19, 2.99, 1.45], [2.67, 0.01, -3.67], [0.76, 0.45, -2.94], [0.03, -0.53, -2.30], [-1.22, -0.22, -1.78], [-1.74, 1.06, -1.93], [-1.01, 2.02, -2.62], [0.25, 1.73, -3.12], [-3.09, 1.44, -1.38], [-3.93, 1.93, -2.11], [-3.31, 1.31, -0.09], [0.44, -1.53, -2.18], [-1.78, -0.98, -1.25], [-1.44, 3.00, -2.76], [0.82, 2.49, -3.63]], "spin_multiplicity": 1, "de_lowest_ev": 0.0000, "e_lumo_ev": -0.6, "orbital_gap_ev": 7.13}


2.
{"formula": "C31H27BeF3O3PS", "method": "ωB97M-V/def2-TZVPD", "species": ["Be", "O", "S", "O", "O", "C", "C", "C", "C", "C", "C", "P", "C", "C", "C", "C", "C", "C", "C", "C", "C", "C", "C", "C", "H", "H", "H", "H", "H", "H", "H", "H", "H", "H", "H", "H", "H", "H", "F", "C", "F", "F", "C", "C", "C", "C", "C", "C", "C", "C", "H", "H", "H", "H", "C", "C", "C", "C", "H", "H", "H", "H", "H", "H", "H", "H", "H"], "xyz": [[1.39, -0.58, -1.47], [1.24, -0.71, -3.14], [0.29, -0.13, -4.16], [-0.42, 1.11, -3.71], [2.59, 0.35, -1.04], [2.92, 0.53, 0.19], [4.28, 0.18, 0.54], [4.66, 0.36, 1.92], [3.85, 1.21, 2.72], [2.55, 1.47, 2.43], [2.03, 1.05, 1.18], [0.37, 1.49, 0.64], [0.48, 3.26, 0.35], [0.96, 3.63, -0.86], [1.23, 5.03, -1.06], [0.90, 5.95, -0.12], [0.32, 5.51, 1.09], [0.21, 4.14, 1.41], [-0.69, 1.05, 2.00], [-2.06, 1.36, 1.82], [-2.82, 1.35, 2.95], [-2.36, 0.82, 4.15], [-0.98, 0.55, 4.33], [-0.16, 0.59, 3.23], [4.95, -0.09, -0.24], [5.62, -0.13, 2.22], [4.26, 1.56, 3.67], [1.95, 1.93, 3.27], [1.33, 2.94, -1.59], [1.49, 5.31, -2.05], [0.94, 7.02, -0.18], [-0.03, 6.30, 1.76], [-0.21, 3.77, 2.35], [-2.49, 1.38, 0.81], [-3.86, 1.55, 2.73], [-3.09, 0.44, 4.87], [-0.44, 0.28, 5.30], [0.75, -0.03, 3.23], [-6.38, -3.08, -3.17], [-6.20, -2.53, -1.93], [-7.15, -1.55, -1.83], [-6.54, -3.51, -0.94], [-4.86, -1.96, -1.69], [-4.08, -2.40, -0.62], [-2.77, -1.93, -0.53], [-2.26, -1.00, -1.42], [-2.98, -0.69, -2.60], [-4.28, -1.13, -2.69], [-1.18, -0.30, -0.99], [-0.07, 0.27, -0.59], [-4.37, -3.06, 0.21], [-2.17, -2.30, 0.24], [-2.60, 0.12, -3.29], [-4.96, -0.68, -3.40], [1.92, -4.54, -2.06], [2.43, -3.13, -1.68], [3.58, -3.32, -0.72], [1.33, -2.42, -0.84], [2.75, -5.28, -2.21], [1.30, -4.58, -2.92], [1.40, -4.96, -1.21], [2.69, -2.60, -2.59], [3.12, -3.35, 0.30], [4.36, -2.57, -0.67], [4.06, -4.31, -0.94], [1.62, -2.14, 0.24], [0.35, -2.83, -0.98]], "spin_multiplicity": 1, "total_charge": -1, "de_lowest_ev": 1.5664, "e_lumo_ev": [2.2, 2.1], "orbital_gap_ev": [5.37, 5.38]}


3.
{"formula": "C31H27ClF10O10S", "method": "ωB97M-V/def2-TZVPD", "species": ["C", "C", "Cl", "C", "C", "C", "O", "C", "O", "O", "C", "C", "C", "C", "F", "F", "C", "F", "F", "S", "F", "F", "F", "F", "F", "C", "C", "O", "F", "H", "H", "H", "H", "H", "H", "H", "H", "H", "H", "H", "H", "H", "H", "H", "O", "C", "C", "C", "C", "O", "C", "C", "H", "H", "H", "H", "O", "C", "C", "C", "C", "O", "C", "C", "H", "H", "H", "H", "O", "C", "C", "C", "C", "O", "C", "C", "H", "H", "H", "H"], "xyz": [[1.24, 3.97, 0.03], [1.95, 3.37, -1.24], [3.21, 4.61, -1.70], [0.94, 3.17, -2.42], [0.65, 1.69, -2.80], [1.98, 1.02, -3.20], [-0.02, 1.83, -4.08], [-1.07, 0.96, -4.12], [-1.85, 0.83, -4.95], [-1.03, 0.20, -2.96], [-0.34, 0.86, -1.91], [-1.21, 1.71, -0.93], [-2.40, 0.94, -0.31], [-3.75, 1.02, -1.08], [-4.68, 0.57, -0.19], [-3.70, 0.07, -2.04], [-4.09, 2.42, -1.66], [-3.39, 2.53, -2.79], [-3.71, 3.34, -0.78], [-5.89, 2.75, -2.09], [-6.21, 1.22, -2.36], [-5.52, 2.95, -3.65], [-5.62, 4.34, -1.91], [-6.35, 2.71, -0.57], [-7.40, 3.09, -2.49], [0.42, -0.16, -0.98], [0.37, -1.61, -1.47], [0.12, -2.45, -0.72], [0.64, -1.97, -2.74], [1.81, 4.80, 0.45], [1.11, 3.13, 0.75], [0.22, 4.32, -0.20], [2.52, 2.46, -0.99], [0.04, 3.78, -2.26], [1.43, 3.61, -3.31], [2.48, 1.52, -4.04], [2.68, 0.93, -2.35], [1.75, -0.03, -3.48], [-0.52, 1.94, -0.10], [-1.46, 2.69, -1.36], [-2.56, 1.19, 0.75], [-2.16, -0.14, -0.31], [1.48, 0.14, -0.84], [0.00, -0.18, 0.03], [4.43, 0.91, -1.51], [5.60, 0.58, -1.63], [6.11, -0.67, -1.04], [7.39, -1.03, -1.17], [8.35, -0.19, -1.93], [9.51, -0.51, -2.05], [7.83, 1.07, -2.53], [6.55, 1.42, -2.39], [5.40, -1.28, -0.49], [7.78, -1.94, -0.74], [8.54, 1.67, -3.07], [6.16, 2.33, -2.82], [-2.21, -1.69, 1.77], [-2.71, -2.80, 1.80], [-3.15, -3.41, 3.08], [-3.69, -4.62, 3.11], [-3.89, -5.41, 1.87], [-4.39, -6.52, 1.90], [-3.45, -4.80, 0.60], [-2.91, -3.58, 0.57], [-3.00, -2.82, 3.97], [-4.02, -5.08, 4.04], [-3.60, -5.39, -0.30], [-2.59, -3.12, -0.36], [-2.29, -2.91, 6.27], [-1.09, -2.69, 6.25], [-0.15, -3.62, 5.56], [1.15, -3.38, 5.54], [1.73, -2.18, 6.20], [2.93, -1.97, 6.18], [0.80, -1.26, 6.89], [-0.51, -1.50, 6.91], [-0.59, -4.48, 5.09], [1.85, -4.04, 5.05], [1.23, -0.39, 7.36], [-1.21, -0.84, 7.40]], "spin_multiplicity": 1, "e_lumo_ev": -2.0, "orbital_gap_ev": 8.36, "smiles": "C[C@H](Cl)C[C@]1(C)OC(=O)O[C@@]1(CCC(F)(F)C(F)(F)S(F)(F)(F)(F)F)CC(=O)F.O=C1C=CC(=O)C=C1.O=C1C=CC(=O)C=C1.O=C1C=CC(=O)C=C1"}